Here is a 10-piece molecular cluster, C18H56N6O10 overall in a non-equilibrium geometry from the Open Molecules 2025 dataset. Energies are from the ωB97M-V functional and the def2-TZVPD basis.

```
90
Properties=species:S:1:pos:R:3:forces:R:3:lowdin_charge:R:1
N -0.412358 -3.160673 0.762479 -0.1 0.5 -0.8 0.18
C 0.292407 -3.468378 1.847153 -0.3 0.5 -0.5 -0.67
N 0.336881 -4.796803 2.015121 0.6 -0.2 1.0 0.17
O 0.801459 -2.604058 2.560829 0.5 -0.1 0.4 0.01
H -0.698047 -3.906755 0.144554 -0.2 0.8 -0.1 0.12
H -0.409843 -2.178750 0.525982 -0.5 0.2 -0.5 0.06
H 0.890821 -5.106519 2.800819 -0.4 -0.7 -0.5 0.12
H -0.133382 -5.305926 1.280445 0.5 -0.8 0.9 0.11
N -4.012950 -1.258040 -0.627847 0.3 2.2 -4.8 0.18
C -4.208248 -1.713037 0.567374 0.2 -1.8 1.2 -0.80
N -3.129511 -1.596885 1.313291 1.9 0.4 2.6 0.16
O -5.144476 -2.362430 0.951066 -2.7 -0.5 0.5 0.03
H -4.730876 -1.094223 -1.319120 0.0 -0.5 0.4 0.12
H -3.106046 -0.882432 -0.865606 -0.2 0.1 0.0 0.08
H -2.280443 -1.137071 1.017050 -0.2 0.1 0.3 0.04
H -3.290629 -1.833968 2.281764 0.5 -0.1 -0.2 0.12
N 1.253929 0.159214 1.099945 2.6 -0.1 2.6 0.21
C 0.263697 0.359827 0.284816 -0.8 -2.7 0.5 -0.72
N 0.563601 1.217397 -0.621118 0.2 3.1 -3.3 0.21
O -0.742941 -0.351922 0.318860 -1.4 -0.1 -0.4 -0.03
H 1.198480 -0.503322 1.860251 0.0 0.0 0.0 0.10
H 1.999016 0.831208 0.984369 0.3 -0.5 0.7 0.09
H 1.477955 1.645750 -0.644780 -0.2 0.1 0.1 0.08
H -0.037292 1.382763 -1.415901 -0.1 -0.1 0.3 0.06
C 1.780412 -3.133932 -4.268267 0.4 0.7 -0.2 -0.05
C 0.858257 -2.291948 -3.399873 0.1 -1.1 -0.9 -0.50
C 1.138021 -0.844246 -3.553934 -0.1 0.9 0.7 -0.06
O -0.457460 -2.549794 -3.903157 0.7 -0.4 0.2 -0.05
H 2.848563 -3.040451 -4.072237 0.0 -0.3 0.9 0.08
H 1.764918 -2.608000 -5.222871 -0.5 -0.6 -0.5 0.08
H 1.467665 -4.175934 -4.335475 0.1 0.2 -0.1 0.08
H 0.923511 -2.506361 -2.333161 0.0 -0.4 0.2 0.13
H 0.339122 -0.404898 -2.956568 0.1 0.7 -0.2 0.06
H 1.096433 -0.517770 -4.593052 0.0 0.0 0.0 0.09
H 2.073669 -0.549500 -3.078757 0.2 0.0 -0.1 0.08
H -0.998361 -1.811102 -3.614430 -0.7 0.2 0.2 0.02
C -1.095530 3.965478 -1.540751 -1.0 -0.4 1.1 -0.06
C -1.954939 2.908427 -2.223234 -0.7 1.3 -1.1 -0.27
O -1.162631 1.810241 -2.608073 0.3 -0.8 -0.6 -0.13
H -1.671932 4.869503 -1.344297 -0.1 -0.1 0.0 0.08
H -0.140037 4.268458 -1.968906 -0.1 -0.5 -0.5 0.08
H -0.930413 3.471295 -0.583350 0.5 0.6 0.3 0.05
H -2.480155 3.239725 -3.119059 0.2 0.5 -0.3 0.12
H -2.798335 2.543055 -1.637317 0.5 0.0 0.6 0.12
H -0.665554 2.076550 -3.384989 0.2 0.0 -0.2 0.12
C -2.951222 2.028194 1.279445 0.1 -0.6 0.0 -0.08
C -2.648873 3.301781 1.990291 0.6 0.5 0.0 -0.32
O -2.910578 4.397047 1.107981 0.1 0.1 0.1 -0.09
H -2.800277 1.183937 1.952170 -0.4 -0.1 0.1 0.07
H -2.165383 1.869718 0.540916 -0.2 0.1 -0.3 0.04
H -3.925416 2.003609 0.791141 0.0 -0.1 0.2 0.09
H -1.583447 3.224834 2.207195 0.3 0.4 0.2 0.09
H -3.127272 3.528159 2.943167 -0.5 -0.6 0.0 0.12
H -2.672786 5.178950 1.611653 -0.1 0.3 -0.2 0.08
C 0.153585 1.974211 4.174768 -1.1 0.3 0.0 -0.12
C 1.181585 1.320383 5.034969 -0.2 -0.8 -0.6 -0.34
O 0.529270 0.294518 5.769419 0.2 0.6 0.3 -0.07
H -0.525881 2.490938 4.852572 0.0 0.6 -0.3 0.08
H -0.507871 1.261261 3.682546 0.4 -0.4 -0.2 0.07
H 0.598340 2.606082 3.405984 -0.1 0.4 0.2 0.07
H 1.635942 2.080466 5.670529 0.2 -0.2 0.3 0.11
H 1.941799 0.935128 4.355446 0.4 -0.4 0.3 0.10
H 0.994586 -0.537704 5.657706 0.3 -0.4 -0.2 0.04
C -3.672455 -1.236072 -5.359459 0.6 0.3 0.1 -0.05
C -2.573396 -0.228078 -4.853240 -1.0 -0.4 0.1 -0.27
O -2.285770 -0.451465 -3.473965 -0.2 -1.2 -0.2 -0.13
H -4.113526 -0.951364 -6.314699 0.2 0.4 0.0 0.06
H -4.510770 -1.410533 -4.684996 0.2 0.5 0.4 0.07
H -3.278388 -2.237747 -5.531113 0.5 0.1 0.1 0.07
H -2.848262 0.826355 -4.880011 -0.7 0.0 -0.6 0.10
H -1.666070 -0.293925 -5.453669 0.1 -0.4 -0.2 0.10
H -1.855447 0.343395 -3.150496 0.1 0.3 0.4 0.02
C 4.323248 -2.101711 4.220520 -0.5 -1.0 1.0 -0.08
C 3.272342 -2.622172 5.223862 0.2 0.7 -0.1 -0.30
O 2.001344 -2.051771 4.937866 0.5 -0.1 0.8 -0.11
H 5.279303 -2.524105 4.529781 0.3 0.2 -0.2 0.07
H 4.351312 -1.012217 4.202253 0.0 -0.1 -0.2 0.07
H 4.053375 -2.564784 3.271393 0.2 0.5 -0.3 0.07
H 3.502271 -2.405661 6.267113 0.1 0.5 -0.1 0.11
H 3.272425 -3.712045 5.207009 -0.3 -0.3 -0.3 0.10
H 1.787117 -2.261581 4.025908 -0.6 -0.2 -0.5 0.02
C 4.188657 1.907755 -1.881291 -0.2 -0.8 0.5 -0.07
C 4.397796 2.497316 -0.469058 0.4 -0.5 -1.4 -0.27
O 3.096057 2.587234 0.111803 0.2 0.5 0.0 -0.11
H 5.049024 1.487752 -2.402304 0.4 0.4 0.4 0.08
H 3.708965 2.610145 -2.562937 0.0 0.1 0.2 0.08
H 3.543814 1.034540 -1.782455 -0.3 0.0 0.0 0.05
H 4.923878 3.438054 -0.631355 -0.4 0.5 0.5 0.11
H 5.027186 1.909912 0.199469 0.1 -0.4 -0.3 0.11
H 3.133436 3.227500 0.826137 -0.2 0.1 0.2 0.10
```
Positions in Å, forces in eV/Å.

## Properties
**Highest occupied orbital energy**: -8.670 eV
**Total charge**: 0
**Energy above the lowest of the compared OMol25 structures with the same formula, charge and spin**: 199.9 kJ/mol
**Gap between HOMO and LUMO**: 8.68 eV